Molecular formula: C7H15IrO4
Method: DFT, the ωB97M-V functional and the def2-TZVPD basis

The geometry in ORCA input format:
```
! RIJCOSX wB97M-V def2-TZVPD def2/J DEFGRID3
* xyz 1 6
C -2.03 2.53 -0.37
O -1.44 1.44 0.17
C -0.43 1.63 1.19
H -2.35 0.90 -2.11
H -1.46 3.47 -0.35
H -0.72 1.00 2.06
H -0.46 2.69 1.51
Ir 1.30 1.14 0.26
C -2.22 -0.21 -2.43
O -0.87 -0.39 -2.76
C -0.29 -1.59 -2.31
C 0.37 -1.47 -0.95
O 1.32 -0.42 -0.91
C 2.67 -0.74 -1.26
C 3.44 0.58 -1.30
O 3.15 1.37 -0.20
H -2.86 -0.59 -3.25
H -2.56 -0.72 -1.52
H 0.45 -1.87 -3.07
H -1.04 -2.39 -2.26
H -0.37 -1.25 -0.17
H 0.86 -2.42 -0.70
H 2.70 -1.24 -2.24
H 3.08 -1.41 -0.49
H 4.52 0.33 -1.37
H 3.18 1.10 -2.25
H -3.06 2.37 -0.69
*
```

Results
**Molecular weight**: 355.41 g/mol
**HOMO (spin up / spin down)**: -11.170 / -13.507 eV
**Kohn-Sham gap (spin up / spin down)**: 8.4103 / 7.0578 eV